[1]
{
  "formula": "CH7N2O2P",
  "method": "ωB97M-V/def2-TZVPD",
  "species": ["P", "N", "H", "H", "H", "H", "H", "O", "O", "C", "H", "H", "N"],
  "coordinates": [[0.79537, -0.25047, -0.70464], [1.70893, -1.40562, 0.20590], [1.21134, 1.98236, -0.36489], [1.15102, -1.91611, 0.78035], [2.26072, -2.07310, -0.30642], [-1.62345, 0.89969, 1.12590], [2.49162, 0.91238, -0.22305], [-2.77875, -0.03206, -0.34808], [-0.56830, -0.42193, 0.21031], [-1.68827, 0.56533, 0.12888], [-1.36938, 1.31974, -0.67223], [-3.17150, -0.70820, 0.24135], [1.58066, 1.12799, -0.07338]],
  "forces_ev_per_a": [[-0.449, -0.929, -0.052], [1.687, 1.751, -2.231], [0.049, 1.589, -0.830], [-2.091, -1.494, 2.365], [0.094, 0.118, -0.519], [-0.910, 0.952, 1.115], [3.631, 0.248, -0.311], [-2.053, -0.875, -0.030], [-0.220, 0.447, -0.015], [3.646, -0.473, -2.163], [-0.635, -0.570, 1.357], [0.617, 0.642, -0.221], [-3.365, -1.407, 1.534]],
  "nbo_charge": [1.3309, -1.1579, 0.3769, 0.3828, 0.3788, 0.1653, 0.3803, -0.6930, -0.8668, 0.2423, 0.1473, 0.4856, -1.1726],
  "homo_lumo_gap_ev": 8.90,
  "smiles": "NP(N)OCO",
  "relative_energy_kj_mol": 160.3,
  "homo_energy_ev": -8.0
}

[2]
{
  "formula": "C4H7NO",
  "method": "ωB97M-V/def2-TZVPD",
  "species": ["H", "O", "H", "H", "C", "C", "H", "N", "H", "C", "H", "H", "C"],
  "coordinates": [[1.45112, 1.11600, 0.80700], [-1.22252, 1.50629, -0.57666], [-0.42543, 0.25650, 1.98832], [0.62064, -1.24230, -1.62491], [-0.41787, 0.42074, -0.24576], [-0.06032, -1.07427, -0.77978], [-0.67590, 2.28774, -0.74020], [0.69473, -0.94320, 0.50417], [1.73777, 0.43454, -0.84806], [1.07706, 0.44629, 0.02726], [-0.80118, -1.88318, -0.72420], [-1.41042, -1.01055, 1.14399], [-0.56768, -0.31460, 1.06882]],
  "forces_ev_per_a": [[-0.091, -0.112, 0.051], [0.004, -0.213, -0.583], [0.100, -0.018, -0.037], [-0.314, 0.403, 0.017], [0.117, -0.275, 0.040], [-0.208, -0.030, -0.345], [-0.080, -0.358, -0.069], [0.181, -0.229, 0.122], [-0.021, 0.017, 0.253], [0.334, 0.265, 0.071], [-0.091, 0.476, -0.099], [0.223, 0.083, 0.134], [-0.153, -0.009, 0.443]],
  "nbo_charge": [0.1901, -0.7011, 0.1891, 0.1920, 0.2321, -0.2626, 0.4799, -0.3553, 0.1886, -0.2746, 0.1945, 0.1896, -0.2623],
  "homo_lumo_gap_ev": 10.41,
  "relative_energy_kj_mol": 362.6,
  "homo_energy_ev": -9.6
}

Values of E, in order: -17514.4854 -7795.8863, all in eV.